# 1
The following is a quantum chemistry calculation of C21H26MgN2O2S2 as an isolated structure, from OMol25.

Each line ends with the Löwdin spin population.
Cartesian coordinates (Å):
Mg 0.59 0.03 -0.14  0.03
C -3.41 0.23 -0.96  0.00
C -2.12 0.69 -1.65  0.00
C -2.06 2.23 -1.67  0.00
O -1.01 0.17 -1.03  0.00
H -4.27 0.85 -1.23  0.00
H -3.26 0.29 0.12  0.00
H -3.63 -0.81 -1.21  0.00
H -2.17 0.36 -2.70  0.00
H -2.11 2.61 -0.64  0.00
H -2.87 2.67 -2.26  0.00
H -1.10 2.54 -2.09  0.00
N -0.04 -1.96 2.10  0.00
C -0.05 -3.21 2.56  0.00
C 0.66 -3.99 1.66  0.00
C 1.08 -3.09 0.68  0.00
N 0.66 -1.86 0.95  0.01
H -0.41 -1.11 2.55  0.00
H -0.57 -3.47 3.47  0.00
H 0.84 -5.05 1.72  0.00
H 1.67 -3.26 -0.21  0.00
S 2.16 0.87 2.75  0.35
C 1.12 1.27 1.64  0.53
C 2.33 -3.09 -4.56  0.00
C 1.15 -2.78 -3.85  0.00
C 1.17 -1.85 -2.85  0.00
C 2.37 -1.16 -2.49  0.00
C 2.35 -0.21 -1.41  0.01
C 3.57 0.39 -1.14  0.00
C 4.76 0.11 -1.87  0.00
C 4.75 -0.80 -2.89  0.00
C 3.55 -1.48 -3.21  0.00
C 3.50 -2.45 -4.25  0.00
H 2.31 -3.84 -5.35  0.00
H 0.22 -3.28 -4.11  0.00
H 0.26 -1.59 -2.32  0.00
H 3.65 1.10 -0.33  0.00
H 5.68 0.63 -1.62  0.00
H 5.65 -1.02 -3.45  0.00
H 4.41 -2.67 -4.80  0.00
O -1.27 0.26 3.29  0.00
S -1.42 1.45 2.35  0.02
C -3.20 1.88 2.65  0.01
C -3.29 3.24 3.32  0.00
C -2.00 3.40 4.13  0.00
C -0.89 2.94 3.22  0.02
H -3.56 1.07 3.29  0.00
H -3.72 1.84 1.69  0.00
H -4.18 3.33 3.95  0.00
H -3.35 4.03 2.57  0.00
H -2.04 2.77 5.03  0.00
H -1.85 4.44 4.45  0.00
H 0.04 2.69 3.73  0.01
H -0.67 3.66 2.43  0.00

HOMO level (spin up / spin down)	-0.1004 / -0.1690	hartree
energy above the lowest of the compared OMol25 structures with the same formula, charge and spin	4.4	kJ/mol
total charge	-1
<S²>	0.75
spin multiplicity	2
electronic energy	-2072.28613	Eh

# 2
The following is a quantum chemistry calculation of C21H26MoN4O5S2Si as an isolated structure, from OMol25.

Each line ends with the Löwdin charge.
Cartesian coordinates (Å):
Mo -0.11 0.55 -0.72  1.26
C 5.27 0.10 -2.93  -0.18
Si 5.17 -0.90 -1.36  0.51
C 6.84 -0.92 -0.51  -0.19
C 4.60 -2.64 -1.69  -0.18
C 3.96 -0.05 -0.17  -0.22
C 4.35 0.41 1.08  -0.05
C 3.45 1.02 1.96  -0.04
C 2.14 1.16 1.57  -0.09
N 1.75 0.73 0.37  -0.12
C 2.61 0.14 -0.48  -0.67
S 1.74 -0.33 -1.95  0.64
H 6.00 -0.34 -3.62  0.04
H 5.59 1.13 -2.72  0.04
H 4.31 0.14 -3.44  0.01
H 7.57 -1.41 -1.17  0.04
H 6.81 -1.49 0.42  0.04
H 7.21 0.08 -0.29  0.04
H 5.30 -3.15 -2.36  0.04
H 3.61 -2.66 -2.15  0.01
H 4.54 -3.22 -0.76  0.04
H 5.38 0.30 1.39  0.10
H 3.77 1.37 2.93  0.11
H 1.39 1.61 2.20  0.12
O -5.42 1.02 3.71  -0.03
C -4.93 2.10 3.33  -0.69
O -5.34 3.26 3.34  -0.02
C -3.59 1.90 2.56  -0.08
C -3.11 2.88 1.70  0.02
C -2.07 2.59 0.85  -0.10
N -1.49 1.38 0.82  -0.02
C -1.90 0.46 1.71  -0.19
C -2.92 0.69 2.61  0.05
C -1.26 -0.89 1.58  -0.56
O -1.48 -1.80 2.34  0.09
O -0.49 -0.98 0.52  -0.25
H -3.60 3.85 1.69  0.12
H -1.69 3.32 0.15  0.11
H -3.26 -0.09 3.28  0.14
C -1.43 2.70 -2.97  -0.05
C -0.63 2.02 -1.94  -0.56
O 0.31 2.50 -1.28  -0.10
H -1.42 2.10 -3.88  0.09
H -1.06 3.71 -3.16  0.09
H -2.47 2.73 -2.63  0.09
C -2.24 -3.28 -0.33  -0.03
N -3.21 -2.21 -0.23  -0.12
C -4.29 -2.26 0.77  -0.07
C -4.96 -0.88 0.65  -0.08
N -4.12 -0.23 -0.37  0.06
C -3.15 -1.02 -0.82  -0.72
S -2.01 -0.54 -2.03  0.68
H -1.71 -3.37 0.62  0.09
H -1.53 -3.04 -1.12  0.07
H -2.75 -4.21 -0.56  0.10
H -3.85 -2.42 1.76  0.12
H -4.96 -3.08 0.54  0.13
H -4.96 -0.32 1.58  0.09
H -5.99 -0.95 0.30  0.13
H -4.26 0.70 -0.71  0.14

HOMO level (spin up / spin down)	-0.2979 / -0.2979	hartree
energy above the lowest of the compared OMol25 structures with the same formula, charge and spin	9.5	kJ/mol
total charge	0
electronic energy	-2565.26141	Eh

# 3
The following is a quantum chemistry calculation of C21H26N2O5S as an isolated structure, from OMol25.

Each line ends with the Löwdin charge.
Cartesian coordinates (Å):
C 3.51 2.79 0.99  -0.11
H 2.61 2.87 1.34  0.02
O 4.00 1.53 0.75  -0.12
C 3.12 0.56 0.01  -0.10
C 2.00 0.84 -0.86  0.01
C 1.15 0.06 -1.41  -0.26
C 1.45 -1.32 -1.32  -0.20
C 2.60 -1.62 -0.86  0.02
C 3.34 -0.75 -0.06  -0.15
O 4.46 -1.41 0.69  -0.12
C 4.84 -0.61 1.93  0.01
H 3.97 -0.50 2.49  0.08
H 5.50 -0.09 1.63  -0.03
H 5.55 -1.50 2.38  0.15
H 2.88 -2.70 -0.86  0.17
C 0.61 -2.19 -2.13  -0.22
N -0.64 -1.82 -2.23  0.01
C -1.69 -2.03 -1.32  -0.43
O -2.62 -1.27 -1.45  0.08
C -1.40 -3.07 -0.31  -0.30
N -0.43 -2.80 0.49  -0.04
S -1.00 -1.97 2.15  0.84
O 0.31 -1.78 2.82  -0.35
O -2.02 -2.80 2.69  -0.29
C -1.50 -0.28 1.28  -0.25
C -0.52 0.61 1.41  -0.12
C -1.07 1.64 1.02  -0.15
C -2.38 2.18 0.70  -0.12
C -3.40 0.92 0.97  -0.10
C -2.80 -0.32 1.33  -0.08
H -3.49 -1.01 1.33  0.07
C -4.80 1.10 0.42  -0.04
H -4.87 1.43 -0.48  0.00
H -5.33 0.08 0.72  0.13
H -5.23 1.86 1.15  0.10
C -2.86 3.57 0.31  -0.03
H -3.36 3.30 -0.87  0.19
H -2.08 4.09 0.48  -0.02
H -3.66 3.80 0.99  0.07
H -0.51 2.79 1.04  0.17
H 0.52 0.34 1.81  0.17
H 0.34 -2.32 0.49  -0.01
H -2.39 -3.37 0.16  0.15
H -1.12 -4.16 -0.94  0.19
C -0.86 -0.34 -3.06  0.09
C 0.14 0.62 -2.20  -0.07
H 0.36 1.39 -2.81  0.09
H -0.56 0.95 -1.40  0.12
H -1.77 -0.04 -3.21  0.05
H -0.43 -0.46 -3.92  0.04
H 0.75 -3.11 -1.87  0.06
H 1.05 -2.19 -3.35  0.22
H 1.89 2.13 -0.81  0.20
H 3.55 3.23 0.05  0.07
H 4.30 3.17 1.70  0.13

HOMO level	-0.3087	hartree
energy above the lowest of the compared OMol25 structures with the same formula, charge and spin	2040.5	kJ/mol
total charge	0
electronic energy	-1699.04637	Eh

# 4
The following is a quantum chemistry calculation of C21H26N6O3 as an isolated structure, from OMol25.

Each line ends with the Löwdin charge.
Cartesian coordinates (Å):
C 5.50 2.43 -1.52  -0.14
O 5.06 1.12 -1.41  -0.23
C 6.16 0.19 -1.28  -0.28
C 5.78 -1.12 -1.02  -0.17
H 6.66 -1.62 -1.10  0.08
C 5.16 -1.26 0.39  -0.16
N 4.00 -0.48 0.54  0.07
C 2.67 -1.04 0.34  -0.34
O 2.49 -2.23 0.58  0.04
C 1.51 -0.03 0.36  -0.11
C 0.34 -0.70 0.54  0.04
C -0.83 0.22 0.50  0.00
C -2.21 -0.04 0.28  -0.16
N -2.40 -1.53 -0.32  -0.07
C -1.38 -2.05 -1.24  -0.22
H -0.48 -1.45 -1.24  0.12
C -2.06 -2.47 -2.30  -0.24
N -3.05 -3.55 -2.10  -0.22
C -2.81 -5.02 -2.46  -0.04
H -1.88 -5.36 -1.57  0.14
H -2.27 -5.03 -3.47  0.09
H -3.43 -5.73 -2.15  0.00
C -3.72 -3.49 -0.89  -0.26
C -3.66 -2.01 -0.38  -0.22
H -4.27 -1.37 -1.58  0.18
H -4.37 -1.76 0.41  0.11
H -3.22 -3.77 -0.02  0.08
H -4.81 -3.87 -1.04  0.16
H -1.19 -3.05 -2.96  0.19
H -2.49 -1.73 -2.86  0.09
H -0.98 -3.05 -0.68  0.18
N -3.30 0.48 0.49  0.17
C -3.30 1.57 1.11  -0.22
N -2.06 2.38 1.39  0.10
C -2.03 3.59 1.87  -0.09
C -3.26 4.01 2.05  -0.13
C -4.50 3.64 1.71  0.01
C -4.45 2.18 1.62  0.05
H -5.38 1.73 1.19  0.13
H -5.25 3.96 2.10  0.01
H -3.23 5.23 2.65  0.19
H -0.91 3.76 2.17  0.19
C -0.72 1.61 1.23  -0.21
O 0.24 2.27 1.66  0.01
H 0.31 -1.59 0.77  0.03
C 1.69 1.27 -0.11  -0.20
N 2.07 2.28 -0.55  0.22
H 3.86 0.54 0.13  0.15
H 5.71 -1.06 1.01  -0.02
H 4.93 -2.44 0.47  0.19
H 5.13 -1.45 -1.89  0.16
H 6.95 0.28 -2.18  0.17
H 6.72 0.59 -0.46  0.11
H 6.05 2.89 -0.61  0.11
H 4.49 3.01 -1.53  0.10
H 6.10 2.45 -2.35  0.05

HOMO level	-0.2826	hartree
energy above the lowest of the compared OMol25 structures with the same formula, charge and spin	1789.4	kJ/mol
total charge	0
electronic energy	-1369.47439	Eh

# 5
The following is a quantum chemistry calculation of C21H26N8O6Pt as an isolated structure, from OMol25.

Each line ends with the Löwdin spin population.
Cartesian coordinates (Å):
Pt -0.90 -0.46 -0.48  1.78
O 0.84 -4.81 4.55  0.01
C 0.65 -4.42 3.31  0.02
O 0.97 -5.15 2.39  0.25
C 0.04 -3.10 3.03  0.00
C -0.36 -2.06 3.84  0.00
N -0.82 -1.10 3.02  0.00
N -0.74 -1.44 1.73  0.07
C -0.20 -2.64 1.73  0.01
C 0.02 -3.27 0.40  0.05
O 0.37 -4.50 0.36  0.66
O -0.16 -2.58 -0.60  0.10
H 0.53 -4.19 5.22  0.00
H -0.37 -1.92 4.91  0.00
H -1.23 -0.21 3.28  0.00
C -2.45 1.88 -1.88  0.05
O -2.36 0.53 -1.54  0.54
H -3.25 1.99 -2.62  0.02
H -1.53 2.23 -2.36  0.02
H -2.67 2.54 -1.04  0.00
N -1.74 -3.58 -5.13  0.00
C -1.27 -2.42 -4.63  0.01
C -1.15 -2.21 -3.23  0.01
N -0.71 -1.06 -2.78  0.16
C -0.36 -0.08 -3.63  0.01
C -0.48 -0.31 -4.99  0.01
N -0.93 -1.46 -5.48  0.00
H -1.99 -4.36 -4.55  0.00
H -1.81 -3.68 -6.13  0.00
H -1.40 -2.99 -2.52  0.00
H 0.02 0.84 -3.23  0.00
H -0.20 0.45 -5.71  0.00
C 4.50 0.31 0.13  0.00
C 3.70 0.70 -1.13  0.00
C 4.16 -0.11 -2.35  0.00
C 3.82 2.21 -1.39  0.00
C 2.28 0.40 -0.86  0.00
N 1.18 0.17 -0.66  0.09
H 5.55 0.54 -0.05  0.00
H 4.41 -0.76 0.33  0.00
H 4.17 0.86 1.01  0.00
H 5.20 0.13 -2.54  0.00
H 3.58 0.16 -3.24  0.00
H 4.07 -1.18 -2.17  0.00
H 4.87 2.45 -1.57  0.00
H 3.47 2.80 -0.54  0.00
H 3.25 2.51 -2.28  0.00
N -3.50 4.43 4.35  0.00
C -2.32 3.78 4.27  0.00
O -1.45 3.81 5.11  0.00
C -2.07 2.95 3.02  0.00
C -3.06 2.26 2.34  0.00
C -2.69 1.41 1.31  0.01
N -1.42 1.26 0.94  0.12
C -0.46 1.95 1.57  0.01
C -0.75 2.79 2.63  0.00
H -3.68 4.99 5.17  0.00
H -4.17 4.45 3.60  0.00
H -4.11 2.33 2.60  0.00
H -3.43 0.83 0.76  0.00
H 0.55 1.81 1.23  0.00
H 0.03 3.30 3.17  0.00

HOMO level (spin up / spin down)	-0.4974 / -0.4976	hartree
energy above the lowest of the compared OMol25 structures with the same formula, charge and spin	163.8	kJ/mol
total charge	+2
<S²>	6.02
spin multiplicity	5
electronic energy	-1823.95487	Eh

# 6
The following is a quantum chemistry calculation of C21H27AsBrCoF4N3O2S as an isolated structure, from OMol25.

Each line ends with the Löwdin spin population.
Cartesian coordinates (Å):
Co -0.16 0.25 -0.45  2.67
C 0.87 2.04 2.64  0.00
C -0.33 2.61 1.91  0.00
N -1.04 1.66 1.03  0.03
C -2.01 2.46 0.23  0.00
C -1.35 3.42 -0.74  0.00
C -1.80 0.70 1.87  0.00
C -2.31 -0.55 1.16  0.01
N -1.20 -1.10 0.41  0.10
C -1.14 -2.38 -0.04  0.01
C -0.10 -2.70 -0.93  0.01
F 0.72 -1.69 -1.32  0.02
C 0.08 -3.94 -1.48  0.00
F 1.08 -4.13 -2.35  0.00
C -0.76 -4.99 -1.16  0.01
C -1.79 -4.71 -0.28  0.00
F -2.64 -5.69 0.08  0.00
C -1.98 -3.46 0.27  0.01
F -3.02 -3.29 1.12  0.00
H 1.29 2.81 3.29  0.00
H 1.64 1.72 1.93  0.00
H 0.62 1.18 3.25  0.00
H 0.00 3.44 1.30  0.00
H -1.05 3.01 2.63  0.00
H -2.63 3.04 0.94  0.00
H -2.66 1.77 -0.29  0.00
H -1.02 4.34 -0.26  0.00
H -2.06 3.70 -1.52  0.00
H -0.50 2.97 -1.25  0.00
H -2.64 1.23 2.35  0.00
H -1.13 0.36 2.66  0.00
H -3.17 -0.32 0.52  0.00
H -2.67 -1.22 1.94  0.00
H -0.63 -5.98 -1.58  0.00
Br -5.23 -0.83 -6.79  0.00
C -4.46 0.14 -5.36  0.00
C -5.02 1.35 -4.98  0.00
N -4.52 2.08 -3.98  0.00
C -3.45 1.61 -3.35  0.00
C -2.83 0.41 -3.66  0.00
C -3.35 -0.36 -4.70  0.00
C -1.64 -0.11 -2.90  0.01
O -1.25 -1.24 -3.11  0.01
O -1.13 0.73 -2.05  0.06
H -5.89 1.73 -5.49  0.00
H -3.05 2.22 -2.55  0.00
H -2.89 -1.30 -4.95  0.00
C 2.79 -0.55 4.18  0.00
As 3.53 -0.57 2.40  0.01
C 4.78 -2.03 2.42  0.00
C 4.62 1.01 2.31  0.00
S 2.18 -0.82 0.83  0.02
H 3.57 -0.85 4.88  0.00
H 1.96 -1.25 4.22  0.00
H 2.45 0.45 4.41  0.00
H 5.54 -1.86 3.17  0.00
H 5.23 -2.10 1.43  0.00
H 4.24 -2.95 2.63  0.00
H 5.43 0.94 3.04  0.00
H 4.01 1.88 2.52  0.00
H 5.04 1.08 1.31  0.00

HOMO level (spin up / spin down)	-0.2628 / -0.2649	hartree
energy above the lowest of the compared OMol25 structures with the same formula, charge and spin	110.4	kJ/mol
total charge	0
<S²>	3.76
spin multiplicity	4
electronic energy	-8121.36421	Eh

Max |F|, respectively: 1.31, 0.58, 18.77, 17.69, 0.62, 0.44 eV/Å.